[1]
C20H21Cl2N3O3 | ωB97M-V/def2-TZVPD

The energy relative to the best compared isomer or geometry (same formula, charge and spin) is 0.0 kJ/mol. The LUMO energy comes out at 0.612 eV. Its HOMO energy is -7.8 eV. As for the SMILES: CCN(CC(=O)Nc1ccc(NC(C)=O)cc1)C(=O)Cc1c(Cl)cccc1Cl. The value obtained for the HOMO-LUMO gap is 8.40 eV.

CARTESIAN COORDINATES (ANGSTROEM)
1 C 2.21 0.79 -4.58
2 H 2.85 0.07 -5.08
3 H 1.36 1.00 -5.23
4 H 2.77 1.71 -4.44
5 C 1.74 0.22 -3.25
6 N 0.92 1.16 -2.52
7 C -0.43 1.24 -2.54
8 O -1.02 2.09 -1.89
9 C -1.20 0.31 -3.46
10 C -1.02 -1.17 -3.27
11 C -0.88 -2.03 -4.36
12 C -0.75 -3.40 -4.20
13 C -0.76 -3.95 -2.93
14 C -0.91 -3.13 -1.83
15 C -1.04 -1.76 -2.00
16 Cl -1.23 -0.77 -0.60
17 H -0.92 -3.54 -0.83
18 H -0.66 -5.02 -2.80
19 H -0.64 -4.03 -5.07
20 Cl -0.84 -1.41 -5.97
21 H -2.25 0.55 -3.30
22 H -0.95 0.57 -4.49
23 C 1.64 2.13 -1.70
24 H 1.10 3.08 -1.73
25 H 2.64 2.26 -2.10
26 C 1.74 1.63 -0.25
27 O 2.76 1.16 0.20
28 N 0.56 1.77 0.40
29 C 0.22 1.35 1.69
30 C 1.13 0.80 2.59
31 C 0.73 0.42 3.85
32 C -0.60 0.58 4.25
33 C -1.51 1.13 3.35
34 C -1.11 1.51 2.09
35 H -1.82 1.94 1.40
36 H -2.54 1.27 3.65
37 N -1.06 0.23 5.52
38 C -0.39 -0.32 6.57
39 O 0.78 -0.62 6.56
40 C -1.28 -0.53 7.78
41 H -1.68 0.42 8.12
42 H -2.11 -1.19 7.53
43 H -0.70 -0.97 8.58
44 H -2.05 0.42 5.67
45 H 1.44 -0.01 4.54
46 H 2.16 0.66 2.29
47 H -0.21 2.12 -0.15
48 H 1.19 -0.70 -3.41
49 H 2.60 -0.02 -2.62

[2]
C20H21FeN2O3 | ωB97M-V/def2-TZVPD

The net charge is +1. The LUMO energy (spin up / spin down) comes out at -3.138 / -6.962 eV. Its HOMO energy (spin up / spin down) is -7.6 / -10.4 eV. The spin multiplicity is 5. The value obtained for the HOMO-LUMO gap (spin up / spin down) is 4.46 / 3.45 eV.

CARTESIAN COORDINATES (ANGSTROEM)
1 O 4.06 -1.98 -2.82
2 C 3.69 -0.90 -3.06
3 Fe 3.41 0.79 -3.45
4 C 4.57 1.35 -2.22
5 O 5.51 1.46 -1.54
6 C 4.58 0.73 -4.73
7 O 5.55 0.55 -5.33
8 C 1.13 0.81 -2.01
9 C 0.71 -0.08 -3.11
10 C 1.66 0.13 -4.28
11 C 1.85 1.47 -4.70
12 C 2.00 2.41 -3.68
13 C 1.83 1.96 -2.33
14 H 1.18 0.42 -1.00
15 H 0.66 -1.14 -2.81
16 H -0.33 0.19 -3.42
17 H 1.73 -0.69 -5.01
18 H 2.00 1.73 -5.75
19 H 2.28 3.45 -3.88
20 H 2.12 2.65 -1.53
21 C -1.27 -3.15 2.64
22 C -1.23 -2.69 1.18
23 C -1.29 -1.21 1.05
24 C -1.79 -0.40 2.10
25 N -2.19 -0.96 3.28
26 C -2.33 -2.39 3.42
27 C -2.89 -0.19 4.28
28 C -2.40 1.24 4.35
29 C -2.38 1.90 2.96
30 C -1.82 1.01 1.90
31 C -1.27 1.52 0.71
32 N -0.71 0.75 -0.23
33 C -0.80 -0.58 -0.10
34 H -1.47 -4.22 2.70
35 H -0.28 -2.97 3.10
36 H -0.32 -3.07 0.70
37 H -2.08 -3.15 0.64
38 H -3.33 -2.71 3.08
39 H -2.26 -2.62 4.49
40 H -3.98 -0.21 4.07
41 H -2.74 -0.70 5.24
42 H -3.05 1.81 5.02
43 H -1.39 1.26 4.77
44 H -3.42 2.18 2.70
45 H -1.81 2.83 3.00
46 H -1.27 2.59 0.53
47 H -0.41 -1.18 -0.92

[3]
C20H21KN7 | ωB97M-V/def2-TZVPD

The energy relative to the best compared isomer or geometry (same formula, charge and spin) is 95.6 kJ/mol. The net charge is +1. The LUMO energy comes out at -2.670 eV. Its HOMO energy is -10.4 eV. The value obtained for the HOMO-LUMO gap is 7.72 eV.

CARTESIAN COORDINATES (ANGSTROEM)
1 K -0.77 -5.45 18.03
2 N 1.75 -2.63 14.85
3 C 1.24 -3.53 15.73
4 N 0.05 -4.01 15.77
5 C -0.86 -3.55 14.85
6 N -2.04 -4.01 14.77
7 N -2.46 -4.79 15.81
8 C -3.60 -5.31 15.68
9 C -4.25 -6.26 16.62
10 C -5.43 -6.82 16.16
11 C -6.10 -7.76 16.94
12 C -5.69 -7.95 18.29
13 C -4.48 -7.34 18.63
14 N -3.78 -6.54 17.85
15 C -0.43 -2.54 13.89
16 C -1.23 -2.06 12.83
17 C -0.82 -0.99 12.06
18 C 0.45 -0.41 12.22
19 C 1.27 -0.88 13.22
20 C 0.88 -1.99 14.01
21 H 2.62 -2.21 15.10
22 H 2.00 -3.91 16.47
23 H -4.23 -5.09 14.83
24 H -5.79 -6.56 15.18
25 H -7.01 -8.20 16.54
26 H -6.25 -8.49 19.01
27 H -4.19 -7.32 19.66
28 H -2.24 -2.41 12.76
29 H -1.54 -0.54 11.41
30 H 0.67 0.47 11.68
31 H 2.21 -0.45 13.46
32 N 1.30 -5.19 19.31
33 C 2.02 -5.61 20.11
34 N 2.93 -5.91 21.02
35 C 4.29 -5.34 20.97
36 C 5.30 -6.36 20.42
37 C 5.12 -7.76 21.04
38 C 3.65 -8.29 20.87
39 C 2.82 -7.29 21.67
40 H 4.57 -5.02 21.99
41 H 4.28 -4.41 20.44
42 H 6.34 -6.02 20.68
43 H 5.25 -6.44 19.33
44 H 5.36 -7.74 22.11
45 H 5.81 -8.45 20.52
46 H 3.51 -9.22 21.39
47 H 3.27 -8.36 19.84
48 H 3.24 -7.22 22.64
49 H 1.76 -7.51 21.68

[4]
C20H21MnN8OS2 | ωB97M-V/def2-TZVPD

The energy relative to the best compared isomer or geometry (same formula, charge and spin) is 56.0 kJ/mol. The net charge is +2. The LUMO energy (spin up / spin down) comes out at -8.061 / -7.039 eV. Its HOMO energy (spin up / spin down) is -13.9 / -14.0 eV. The spin multiplicity is 5. The value obtained for the HOMO-LUMO gap (spin up / spin down) is 5.81 / 6.97 eV.

CARTESIAN COORDINATES (ANGSTROEM)
1 Mn -0.42 1.12 -0.88
2 N 1.72 -1.18 -3.88
3 C 1.29 -0.43 -2.87
4 S -0.21 0.46 -3.07
5 N 1.97 -0.37 -1.76
6 N 1.44 0.43 -0.82
7 C 2.08 0.55 0.32
8 C 3.30 -0.19 0.66
9 C 3.33 -0.89 1.87
10 C 4.45 -1.61 2.23
11 C 5.56 -1.62 1.40
12 C 5.54 -0.92 0.20
13 C 4.41 -0.22 -0.18
14 C 1.45 1.49 1.27
15 C 2.08 1.95 2.41
16 C 1.42 2.84 3.24
17 C 0.14 3.26 2.89
18 C -0.41 2.79 1.71
19 N 0.23 1.93 0.91
20 H 1.23 -1.17 -4.76
21 H 2.61 -1.65 -3.82
22 H 2.46 -0.90 2.52
23 H 4.46 -2.16 3.16
24 H 6.44 -2.18 1.69
25 H 6.41 -0.93 -0.44
26 H 4.40 0.32 -1.11
27 H 3.09 1.62 2.63
28 H 1.89 3.20 4.15
29 H -0.42 3.94 3.51
30 H -1.39 3.11 1.39
31 N -4.95 2.27 -1.03
32 C -3.85 3.00 -1.01
33 N -3.92 4.31 -0.87
34 S -2.32 2.27 -1.24
35 H -5.87 2.68 -0.95
36 H -4.90 1.27 -1.16
37 H -4.80 4.80 -0.83
38 H -3.08 4.87 -0.95
39 N -3.96 -2.94 -2.64
40 C -3.76 -3.38 -1.37
41 O -4.40 -4.27 -0.87
42 C -2.69 -2.68 -0.56
43 C -2.30 -3.29 0.63
44 C -1.35 -2.67 1.42
45 C -0.84 -1.45 1.02
46 N -1.22 -0.85 -0.11
47 C -2.13 -1.46 -0.88
48 H -4.63 -3.46 -3.19
49 H -3.30 -2.38 -3.13
50 H -2.75 -4.24 0.91
51 H -1.02 -3.12 2.35
52 H -0.10 -0.93 1.62
53 H -2.40 -0.93 -1.79

[5]
C20H21N3O3 | ωB97M-V/def2-TZVPD

The energy relative to the best compared isomer or geometry (same formula, charge and spin) is 532.7 kJ/mol. The LUMO energy comes out at 0.551 eV. Its HOMO energy is -7.5 eV. As for the SMILES: N[C@@H](Cc1c[nH]c2ccccc12)C(=O)N[C@@H](Cc1ccccc1)C(=O)O. The value obtained for the HOMO-LUMO gap is 8.06 eV.

CARTESIAN COORDINATES (ANGSTROEM)
1 C -0.19 2.35 0.50
2 C 0.18 0.86 0.50
3 C -1.55 2.45 1.08
4 C -2.48 1.59 0.22
5 C -3.06 2.02 -0.96
6 C -2.87 0.27 0.40
7 C -3.68 -0.11 -0.71
8 C -2.93 -0.48 1.70
9 C -4.46 -1.28 -0.71
10 C -3.60 -1.75 1.59
11 C -4.30 -2.11 0.36
12 C 1.23 -0.90 -0.69
13 C -0.12 -1.83 -0.52
14 C 2.26 -1.20 0.47
15 C 3.70 -0.50 0.12
16 C 4.55 -1.30 -0.69
17 C 4.08 0.56 0.84
18 C 5.87 -0.90 -0.77
19 C 5.38 0.98 0.72
20 C 6.26 0.20 -0.04
21 H -0.64 2.62 -1.51
22 H 0.34 3.79 -1.01
23 H 0.56 2.65 1.22
24 H -1.49 2.04 2.09
25 H -1.88 3.39 1.35
26 H -3.03 2.99 -1.34
27 H -4.50 1.46 -2.15
28 H -2.27 -0.23 2.49
29 H -5.21 -1.55 -1.50
30 H -3.77 -2.42 2.39
31 H -4.79 -3.11 0.57
32 H 1.55 0.98 -1.19
33 H 1.68 -1.20 -1.70
34 H 2.40 -2.28 0.63
35 H 1.96 -0.79 1.35
36 H 4.07 -2.18 -1.29
37 H 3.25 1.12 1.32
38 H 6.64 -1.39 -1.49
39 H 5.96 1.97 1.09
40 H 7.30 0.54 -0.14
41 H -0.74 -0.41 -1.59
42 N 0.08 2.80 -0.82
43 N -3.80 1.08 -1.55
44 N 0.87 0.46 -0.63
45 O -0.15 0.09 1.35
46 O -0.46 -2.74 0.18
47 O -1.01 -1.35 -1.42

[6]
C20H21N3O4 | ωB97M-V/def2-TZVPD

The energy relative to the best compared isomer or geometry (same formula, charge and spin) is 457.3 kJ/mol. The LUMO energy comes out at 0.330 eV. Its HOMO energy is -7.6 eV. As for the SMILES: N[C@@H](Cc1c[nH]c2ccccc12)C(=O)N[C@@H](Cc1ccc(O)cc1)C(=O)O. The value obtained for the HOMO-LUMO gap is 7.98 eV.

CARTESIAN COORDINATES (ANGSTROEM)
1 C 1.30 0.08 2.16
2 C 1.49 -0.11 0.56
3 C 1.60 1.63 2.21
4 C 0.73 2.53 1.37
5 C -0.56 3.16 1.92
6 C 0.65 3.07 0.00
7 C -0.50 3.86 -0.24
8 C 1.70 2.96 -0.92
9 C -0.58 4.49 -1.53
10 C 1.60 3.57 -2.19
11 C 0.44 4.37 -2.41
12 C 0.09 -0.43 -1.39
13 C -1.35 -0.21 -1.76
14 C 0.54 -1.86 -1.64
15 C -0.16 -2.90 -0.76
16 C -1.39 -3.50 -1.12
17 C 0.36 -3.22 0.49
18 C -1.94 -4.49 -0.24
19 C -0.24 -4.06 1.43
20 C -1.37 -4.74 1.04
21 H 1.94 -1.61 2.69
22 H 1.66 -0.68 3.99
23 H 0.25 -0.21 2.40
24 H 1.61 1.96 3.24
25 H 2.56 1.79 1.56
26 H -0.86 3.06 2.93
27 H -2.09 4.37 1.03
28 H 2.49 2.32 -0.71
29 H -1.36 5.23 -1.76
30 H 2.37 3.24 -2.91
31 H 0.21 4.87 -3.37
32 H -0.47 0.29 0.46
33 H 0.57 0.27 -2.16
34 H 1.63 -2.02 -1.47
35 H 0.10 -2.09 -2.59
36 H -1.93 -3.46 -2.20
37 H 1.39 -2.88 0.68
38 H -2.52 -5.26 -0.81
39 H 0.07 -4.14 2.44
40 H -1.53 -5.64 2.64
41 H -2.99 -0.30 -0.89
42 N 2.15 -0.61 3.08
43 N -1.20 3.92 0.91
44 N 0.34 0.10 -0.12
45 O 2.56 -0.13 -0.01
46 O -1.77 -0.30 -2.88
47 O -2.02 -5.59 1.79
48 O -2.08 0.00 -0.67

[7]
C20H21N3O6 | ωB97M-V/def2-TZVPD

The energy relative to the best compared isomer or geometry (same formula, charge and spin) is 529.8 kJ/mol. The LUMO energy comes out at -1.293 eV. Its HOMO energy is -9.0 eV. As for the SMILES: CCCNc1c(N)c(COC(C)=O)cc2c1C(=O)NC2=O.O=C1C=CC(=O)C=C1. The value obtained for the HOMO-LUMO gap is 7.68 eV.

CARTESIAN COORDINATES (ANGSTROEM)
1 C 1.27 3.41 3.15
2 C 1.79 2.05 2.54
3 C 3.33 2.02 2.23
4 N 3.84 0.67 1.83
5 C 3.24 0.28 0.58
6 C 1.99 -0.53 0.49
7 N 1.28 -0.99 1.65
8 C 1.46 -0.82 -0.84
9 C 0.11 -1.63 -0.98
10 O -0.68 -0.97 -1.99
11 C -1.33 0.16 -1.51
12 C -0.70 1.57 -1.37
13 O -2.49 0.04 -1.21
14 C 2.09 -0.41 -2.09
15 C 3.31 0.38 -2.01
16 C 3.82 0.71 -0.67
17 C 5.07 1.58 -0.97
18 O 5.80 2.19 -0.24
19 N 5.27 1.62 -2.40
20 C 4.20 0.97 -3.14
21 O 4.05 0.88 -4.32
22 H 0.15 3.40 3.07
23 H 1.49 3.53 4.25
24 H 1.64 4.27 2.54
25 H 1.56 1.16 3.19
26 H 1.23 1.90 1.58
27 H 3.94 2.43 3.09
28 H 3.52 2.69 1.36
29 H 3.64 -0.02 2.56
30 H 1.07 -1.99 1.54
31 H 1.85 -0.91 2.49
32 H -0.46 -1.52 -0.01
33 H 0.27 -2.71 -1.17
34 H -1.06 2.24 -2.20
35 H 0.42 1.57 -1.46
36 H -0.92 2.06 -0.38
37 H 1.70 -0.66 -3.10
38 H 5.33 2.60 -2.70
39 C -6.17 -3.59 0.88
40 C -7.20 -3.49 0.04
41 C -7.12 -2.67 -1.19
42 O -8.05 -2.58 -1.96
43 C -5.85 -1.95 -1.44
44 C -4.82 -2.04 -0.60
45 C -4.90 -2.87 0.62
46 O -3.97 -2.95 1.39
47 H -6.22 -4.18 1.78
48 H -8.14 -4.01 0.21
49 H -5.80 -1.35 -2.35
50 H -3.88 -1.52 -0.77

[8]
C20H21N4O5ReS | ωB97M-V/def2-TZVPD

The energy relative to the best compared isomer or geometry (same formula, charge and spin) is 29.3 kJ/mol. The net charge is -1. The LUMO energy (spin up / spin down) comes out at 2.691 / 2.449 eV. Its HOMO energy (spin up / spin down) is -3.4 / -4.9 eV. The spin multiplicity is 4. The value obtained for the HOMO-LUMO gap (spin up / spin down) is 6.08 / 7.38 eV.

CARTESIAN COORDINATES (ANGSTROEM)
1 Re 0.06 -0.61 -1.85
2 N -3.99 -2.06 -2.45
3 C -2.92 -1.21 -2.33
4 S -1.70 -1.28 -3.58
5 N -2.93 -0.41 -1.30
6 N -1.78 0.37 -1.30
7 C -1.87 1.55 -0.81
8 C -0.79 2.52 -0.89
9 C -0.92 3.72 -0.18
10 C -0.01 4.75 -0.31
11 C 1.05 4.58 -1.22
12 C 1.18 3.43 -1.95
13 C 0.28 2.35 -1.80
14 O 0.45 1.27 -2.52
15 H -3.82 -2.87 -3.02
16 H -4.51 -2.22 -1.60
17 H -2.82 1.84 -0.37
18 H -1.76 3.83 0.50
19 H -0.11 5.66 0.26
20 H 1.77 5.38 -1.35
21 H 2.00 3.30 -2.65
22 C 3.78 -1.49 -0.43
23 C 2.96 -0.25 -0.81
24 C 3.08 0.81 0.29
25 C 3.48 0.31 -2.14
26 N 1.57 -0.65 -0.90
27 H 4.85 -1.26 -0.43
28 H 3.59 -2.30 -1.14
29 H 3.50 -1.84 0.56
30 H 4.12 1.12 0.42
31 H 2.71 0.40 1.23
32 H 2.48 1.69 0.04
33 H 4.53 0.61 -2.05
34 H 2.89 1.17 -2.44
35 H 3.40 -0.44 -2.92
36 O 0.08 -4.38 -0.14
37 C -0.30 -3.22 -0.11
38 O -0.39 -2.47 -1.17
39 C -0.84 -2.66 1.19
40 C -1.41 -3.57 2.08
41 C -1.98 -3.16 3.29
42 C -1.94 -1.82 3.57
43 O -2.39 -1.16 4.69
44 C -2.17 0.23 4.43
45 O -1.40 0.35 3.24
46 C -1.35 -0.92 2.70
47 C -0.80 -1.30 1.50
48 H -1.40 -4.61 1.81
49 H -2.43 -3.86 3.98
50 H -1.62 0.66 5.26
51 H -3.14 0.72 4.29
52 H -0.31 -0.58 0.86